1.
C7H8O | the ωB97M-V functional and the def2-TZVPD basis

The value obtained for the energy relative to the best compared isomer or geometry (same formula, charge and spin) is 535.0 kJ/mol. As for the net charge: 0. Its molar mass is 108.1 u. The value obtained for the HOMO-LUMO gap is 9.65 eV. The calculation puts the HOMO energy at -0.318 Ha. The largest force on an atom is 7.127 eV/Å. The value obtained for the total energy is -346.57174 a.u.

Each atom is followed by the atoms it is bonded to, with distances in Å.
Element x y z (Å)
1 C 2.00 -0.15 0.35  C2 1.556, H8 1.274, H9 1.175, H10 1.296
2 C 0.48 0.00 0.03  C1 1.556, C5 1.578, C7 1.375, O16 1.475
3 C -1.53 -0.21 0.70  C4 1.659, C6 1.504, H11 1.064, O16 1.386
4 C -1.25 1.23 -0.08  C3 1.659, C5 1.291, H12 0.986
5 C -0.05 1.37 -0.54  C2 1.578, C4 1.291, H13 1.048
6 C -1.34 -1.21 -0.39  C3 1.504, C7 1.350, H14 1.039
7 C -0.06 -0.99 -0.76  C2 1.375, C6 1.350, H15 1.182
8 H 2.48 0.97 0.75  C1 1.274
9 H 2.13 -0.97 1.18  C1 1.175
10 H 2.80 -0.65 -0.53  C1 1.296
11 H -2.22 -0.09 1.51  C3 1.064
12 H -2.01 1.84 -0.03  C4 0.986
13 H 0.39 2.20 -1.02  C5 1.048
14 H -2.06 -1.90 -0.71  C6 1.039
15 H 0.52 -1.24 -1.76  C7 1.182
16 O -0.27 -0.22 1.28  C2 1.475, C3 1.386

2.
C4H8N2O2S | the ωB97M-V functional and the def2-TZVPD basis

The value obtained for the energy relative to the best compared isomer or geometry (same formula, charge and spin) is 102.7 kJ/mol. Its spin multiplicity is 3. As for the net charge: 0. Its molar mass is 148.2 u. The value obtained for the HOMO-LUMO gap (alpha / beta) is 5.81 / 5.95 eV. The calculation puts the HOMO energy (alpha / beta) at -0.199 / -0.375 Ha. The largest force on an atom is 7.660 eV/Å. The value obtained for the total energy is -815.14809 a.u.

Each atom is followed by the atoms it is bonded to, with distances in Å.
Element x y z (Å)
1 C -0.41 0.15 -1.89  C2 1.561, N5 1.268, H10 1.167
2 C -0.18 -0.29 -0.41  C1 1.561, C3 1.519, C4 1.513, N6 1.426
3 C -1.15 0.08 0.69  C2 1.519, H11 1.175, H12 1.170, H13 1.088
4 C 1.15 0.25 0.07  C2 1.513, H14 1.157, H15 1.127, H16 1.011
5 N -0.40 -0.66 -2.87  C1 1.268, S9 1.705
6 N -0.16 -1.71 -0.54  C2 1.426, S9 1.876, H17 1.015
7 O -0.98 -3.20 -2.58  S9 1.424
8 O 1.42 -2.60 -2.50  S9 1.452
9 S 0.03 -2.22 -2.33  N5 1.705, N6 1.876, O7 1.424, O8 1.452
10 H -0.41 1.27 -2.21  C1 1.167
11 H -2.22 -0.35 0.49  C3 1.175
12 H -1.36 1.21 0.92  C3 1.170
13 H -0.81 -0.41 1.60  C3 1.088
14 H 0.82 1.36 0.13  C4 1.157
15 H 2.05 0.01 -0.56  C4 1.127
16 H 1.22 -0.19 0.98  C4 1.011
17 H 0.55 -2.23 -0.03  N6 1.015

3.
C7H14N2 | the ωB97M-V functional and the def2-TZVPD basis

The value obtained for the energy relative to the best compared isomer or geometry (same formula, charge and spin) is 50.2 kJ/mol. As for the net charge: 0. Its molar mass is 126.2 u. The value obtained for the HOMO-LUMO gap is 9.44 eV. The calculation puts the HOMO energy at -0.315 Ha. The largest force on an atom is 1.137 eV/Å. The value obtained for the total energy is -384.61276 a.u.

Each atom is followed by the atoms it is bonded to, with distances in Å.
Element x y z (Å)
1 C 3.08 -0.13 1.28  C3 1.488, H9 1.085, H10 1.089, H12 1.098
2 C 2.29 0.37 -1.10  C3 1.370, N5 1.381, H7 1.077
3 C 2.29 0.60 0.25  C1 1.488, C2 1.370, N6 1.373
4 C 1.12 2.17 -0.62  N5 1.349, N6 1.314, H11 1.077
5 N 1.58 1.43 -1.64  C2 1.381, C4 1.349, H8 1.004
6 N 1.48 1.67 0.55  C3 1.373, C4 1.314
7 H 2.62 -0.51 -1.62  C2 1.077
8 H 1.57 1.66 -2.62  N5 1.004
9 H 3.25 -1.17 0.99  C1 1.085
10 H 2.69 -0.05 2.29  C1 1.089
11 H 0.47 3.02 -0.72  C4 1.077
12 H 4.05 0.36 1.35  C1 1.098
13 C -2.32 -0.57 -0.31  C14 1.543, C15 1.532, H16 1.086, H17 1.089
14 C -3.06 -1.92 -0.38  C13 1.543, H18 1.087, H19 1.090, H22 1.087
15 C -1.87 0.01 1.03  C13 1.532, H20 1.087, H21 1.095, H23 1.085
16 H -2.93 0.17 -0.82  C13 1.086
17 H -1.46 -0.63 -0.98  C13 1.089
18 H -4.07 -1.86 -0.77  C14 1.087
19 H -2.46 -2.64 -0.93  C14 1.090
20 H -0.82 -0.22 1.22  C15 1.087
21 H -2.34 -0.51 1.87  C15 1.095
22 H -3.12 -2.33 0.63  C14 1.087
23 H -2.04 1.08 1.03  C15 1.085